Record 1
Molecular formula: C47H44As2FeN3O2S4
Method: DFT, ωB97M-V/def2-TZVPD

Element x y z (Å)
1 Fe -1.193 -0.704 1.386
2 C -3.256 -2.888 -0.254
3 C -2.360 -3.462 0.802
4 C -2.432 -4.872 0.952
5 C -1.753 -5.499 1.942
6 C -0.990 -4.723 2.847
7 C -0.319 -5.296 3.944
8 C 0.372 -4.495 4.813
9 C 0.425 -3.113 4.611
10 C -0.196 -2.520 3.531
11 S -0.072 -0.800 3.261
12 C -0.927 -3.331 2.626
13 N -1.588 -2.725 1.574
14 H -4.269 -3.249 -0.066
15 H -2.955 -3.259 -1.235
16 H -3.279 -1.806 -0.265
17 H -3.054 -5.420 0.258
18 H -1.808 -6.573 2.072
19 H -0.377 -6.367 4.091
20 H 0.877 -4.927 5.668
21 H 0.971 -2.485 5.304
22 S -3.232 -0.545 2.161
23 C -3.632 1.065 2.722
24 C -4.851 1.273 3.377
25 C -5.230 2.550 3.744
26 C -4.414 3.645 3.472
27 C -3.201 3.446 2.838
28 C -2.807 2.160 2.482
29 As -1.112 1.735 1.673
30 C -0.853 3.236 0.466
31 C 0.174 4.164 0.572
32 C 0.246 5.222 -0.325
33 C -0.711 5.369 -1.317
34 C -1.749 4.452 -1.418
35 C -1.814 3.387 -0.533
36 C 0.132 2.206 3.095
37 C -0.291 2.535 4.376
38 C 0.640 2.761 5.380
39 C 1.997 2.661 5.112
40 C 2.424 2.331 3.833
41 C 1.495 2.097 2.832
42 H -5.499 0.430 3.579
43 H -6.180 2.699 4.242
44 H -4.723 4.641 3.759
45 H -2.546 4.285 2.629
46 H 0.917 4.077 1.354
47 H 1.053 5.939 -0.239
48 H -0.651 6.198 -2.010
49 H -2.500 4.560 -2.189
50 H -2.620 2.666 -0.622
51 H -1.347 2.605 4.604
52 H 0.300 3.003 6.379
53 H 2.720 2.831 5.899
54 H 3.481 2.243 3.615
55 H 1.836 1.794 1.846
56 O 0.241 -3.052 -3.387
57 C -0.794 -2.247 -3.667
58 C -1.260 -2.235 -4.984
59 C -2.334 -1.444 -5.336
60 C -2.970 -0.644 -4.389
61 C -2.506 -0.642 -3.090
62 C -1.417 -1.429 -2.707
63 C -0.932 -1.340 -1.316
64 O -1.450 -0.466 -0.535
65 N 0.065 -2.112 -0.955
66 N 0.553 -1.768 0.298
67 C 1.715 -2.239 0.532
68 S 2.509 -3.352 -0.582
69 C 3.896 -3.715 0.525
70 C 4.201 -2.445 1.290
71 S 2.635 -1.814 1.964
72 H 0.440 -2.955 -2.422
73 H -0.756 -2.861 -5.707
74 H -2.683 -1.449 -6.361
75 H -3.816 -0.030 -4.668
76 H -2.969 -0.021 -2.334
77 H 4.739 -4.026 -0.091
78 H 3.625 -4.526 1.201
79 H 4.646 -1.696 0.635
80 H 4.869 -2.626 2.131
81 C 3.434 2.356 -1.191
82 As 1.906 1.114 -1.098
83 C 0.790 2.170 -2.314
84 C 2.621 -0.241 -2.387
85 C 2.818 0.205 -3.794
86 C 1.743 0.232 -4.685
87 C 1.920 0.619 -6.002
88 C 3.178 0.990 -6.460
89 C 4.254 0.968 -5.587
90 C 4.074 0.576 -4.268
91 H 3.749 2.514 -2.223
92 H 4.273 1.972 -0.610
93 H 3.125 3.312 -0.766
94 H 1.308 2.353 -3.255
95 H 0.595 3.122 -1.827
96 H -0.158 1.667 -2.506
97 H 1.963 -1.108 -2.346
98 H 3.573 -0.542 -1.942
99 H 0.760 -0.068 -4.341
100 H 1.071 0.628 -6.674
101 H 3.317 1.286 -7.492
102 H 5.241 1.246 -5.935
103 H 4.923 0.556 -3.593

* ⟨S²⟩: 0.796
* multiplicity: 2
* orbital gap (spin up / spin down): 7.16 / 7.14 eV
* LUMO level (spin up / spin down): -0.22 / -0.11 eV
* energy relative to the best compared isomer or geometry (same formula, charge and spin): 0.00 kcal/mol
* largest force on an atom: 0.015 Eh/bohr
* net charge: 0

=====

Record 2
Molecular formula: C47H44AsBrN3O8PSSe2Sr
Method: DFT, ωB97M-V/def2-TZVPD

Element x y z (Å)
1 Sr 0.529 0.184 -1.454
2 N 1.589 0.509 3.607
3 P 1.895 1.643 2.348
4 C 3.543 2.225 2.940
5 C 4.629 1.432 2.566
6 C 5.907 1.715 3.022
7 C 6.125 2.813 3.844
8 C 5.057 3.619 4.208
9 C 3.774 3.325 3.765
10 C 0.882 3.065 2.860
11 C 1.035 4.238 2.120
12 C 0.219 5.333 2.361
13 C -0.763 5.271 3.342
14 C -0.926 4.105 4.076
15 C -0.114 3.006 3.831
16 C 1.233 -0.808 3.322
17 C 1.110 -1.743 4.355
18 C 0.717 -3.030 4.033
19 C 0.452 -3.354 2.715
20 C 0.598 -2.359 1.759
21 N 0.987 -1.122 2.050
22 H 1.860 0.691 4.561
23 H 4.458 0.592 1.902
24 H 6.739 1.095 2.713
25 H 7.126 3.048 4.186
26 H 5.220 4.485 4.841
27 H 2.947 3.961 4.057
28 H 1.779 4.276 1.332
29 H 0.341 6.231 1.766
30 H -1.407 6.123 3.522
31 H -1.703 4.043 4.829
32 H -0.274 2.082 4.373
33 H 1.306 -1.453 5.380
34 H 0.603 -3.773 4.813
35 H 0.114 -4.341 2.433
36 H 0.376 -2.554 0.717
37 C -3.531 4.459 -1.492
38 Se -3.027 2.632 -0.970
39 C -3.153 3.058 0.946
40 C -3.151 1.786 1.756
41 Se -1.460 0.778 1.613
42 C -2.028 -0.440 3.042
43 H -2.935 5.175 -0.938
44 H -4.589 4.642 -1.307
45 H -3.323 4.569 -2.554
46 H -4.094 3.589 1.108
47 H -2.330 3.718 1.226
48 H -3.951 1.114 1.446
49 H -3.286 2.023 2.814
50 H -3.031 -0.783 2.800
51 H -2.002 0.086 3.998
52 H -1.359 -1.301 3.059
53 O 2.312 -2.298 -3.559
54 As 3.138 -0.916 -2.837
55 O 2.653 -0.932 -1.285
56 O 1.714 0.455 -3.480
57 C 1.137 0.153 -4.639
58 C 1.765 0.603 -5.815
59 C 1.278 0.298 -7.070
60 C 0.135 -0.479 -7.201
61 C -0.509 -0.908 -6.052
62 C -0.034 -0.603 -4.784
63 S -1.085 -1.079 -3.416
64 O -0.240 -1.837 -2.513
65 O -2.180 -1.817 -3.985
66 O -1.436 0.194 -2.779
67 H 1.458 -2.422 -3.099
68 H 2.658 1.204 -5.691
69 H 1.795 0.667 -7.949
70 H -0.261 -0.731 -8.177
71 H -1.420 -1.486 -6.117
72 Br -1.602 -7.835 1.819
73 C -2.967 -6.486 1.890
74 C -4.219 -6.847 2.358
75 C -5.205 -5.870 2.416
76 C -4.925 -4.569 2.023
77 C -3.662 -4.226 1.558
78 C -2.674 -5.200 1.483
79 C -3.343 -2.757 1.151
80 O -4.300 -1.964 1.295
81 O -2.182 -2.558 0.755
82 H -4.417 -7.864 2.669
83 H -6.194 -6.134 2.776
84 H -5.669 -3.785 2.067
85 H -1.702 -4.911 1.105
86 N 1.478 2.386 -0.779
87 C 2.113 3.338 -1.298
88 C 1.539 4.514 -2.058
89 C 0.333 5.100 -1.678
90 C -0.182 6.171 -2.396
91 C 0.474 6.650 -3.522
92 C 1.657 6.054 -3.926
93 C 2.191 5.007 -3.189
94 C 3.631 3.381 -1.209
95 C 4.336 2.180 -1.294
96 C 5.717 2.162 -1.187
97 C 6.418 3.337 -0.945
98 C 5.725 4.532 -0.821
99 C 4.344 4.555 -0.971
100 H -0.188 4.680 -0.823
101 H -1.108 6.638 -2.087
102 H 0.058 7.477 -4.087
103 H 2.168 6.407 -4.815
104 H 3.126 4.556 -3.497
105 H 3.763 1.267 -1.407
106 H 6.250 1.220 -1.265
107 H 7.496 3.318 -0.833
108 H 6.262 5.450 -0.608
109 H 3.811 5.497 -0.903

* orbital gap: 5.93 eV
* LUMO level: 3.86 eV
* energy relative to the best compared isomer or geometry (same formula, charge and spin): 44.91 kcal/mol
* largest force on an atom: 0.076 Eh/bohr
* net charge: -2

=====

Record 3
Molecular formula: C47H44N6O7P2Ti
Method: DFT, ωB97M-V/def2-TZVPD

Element x y z (Å)
1 Ti 0.465 -0.339 -0.744
2 O 1.825 0.128 -4.500
3 C 1.562 0.388 -3.357
4 N 1.898 -0.322 -2.215
5 C 2.994 -1.175 -2.311
6 O 3.977 -0.970 -2.974
7 C 2.852 -2.372 -1.448
8 C 3.772 -3.395 -1.552
9 C 3.595 -4.529 -0.780
10 C 2.510 -4.558 0.078
11 C 1.659 -3.471 0.134
12 N 1.800 -2.378 -0.625
13 C 0.813 1.622 -2.964
14 C 0.649 2.682 -3.824
15 C 0.202 3.886 -3.305
16 C -0.021 3.983 -1.940
17 C 0.121 2.857 -1.159
18 N 0.488 1.672 -1.663
19 H 4.592 -3.272 -2.246
20 H 4.280 -5.363 -0.844
21 H 2.316 -5.411 0.714
22 H 0.850 -3.490 0.841
23 H 0.918 2.549 -4.863
24 H 0.074 4.748 -3.946
25 H -0.302 4.919 -1.479
26 H -0.020 2.896 -0.090
27 C 1.707 1.011 3.354
28 N 1.311 0.652 1.995
29 P 2.341 0.425 0.817
30 C 3.055 1.962 0.137
31 C 3.801 2.003 -1.043
32 C 4.196 3.223 -1.576
33 C 3.862 4.408 -0.933
34 C 3.128 4.373 0.246
35 C 2.717 3.156 0.772
36 C 3.740 -0.656 1.237
37 C 3.410 -1.766 2.020
38 C 4.391 -2.652 2.434
39 C 5.714 -2.435 2.074
40 C 6.053 -1.325 1.314
41 C 5.072 -0.431 0.902
42 P -1.656 1.106 0.620
43 C -2.802 1.922 -0.481
44 C -3.748 2.877 -0.073
45 C -4.593 3.462 -1.001
46 C -4.507 3.113 -2.344
47 C -3.583 2.161 -2.760
48 C -2.744 1.563 -1.839
49 C -1.582 2.179 2.086
50 C -1.816 1.619 3.340
51 C -1.764 2.395 4.489
52 C -1.461 3.745 4.402
53 C -1.234 4.321 3.158
54 C -1.306 3.549 2.010
55 H 2.114 2.026 3.433
56 H 2.464 0.331 3.763
57 H 0.834 0.969 4.008
58 H 4.070 1.091 -1.563
59 H 4.768 3.244 -2.495
60 H 4.180 5.356 -1.347
61 H 2.874 5.294 0.756
62 H 2.112 3.127 1.671
63 H 2.378 -1.913 2.319
64 H 4.127 -3.507 3.045
65 H 6.483 -3.124 2.397
66 H 7.086 -1.144 1.048
67 H 5.353 0.438 0.325
68 H -3.824 3.150 0.971
69 H -5.324 4.192 -0.678
70 H -5.168 3.576 -3.065
71 H -3.525 1.882 -3.804
72 H -2.042 0.804 -2.165
73 H -2.054 0.568 3.417
74 H -1.960 1.944 5.453
75 H -1.414 4.350 5.297
76 H -1.015 5.378 3.082
77 H -1.171 4.030 1.049
78 C -0.478 -1.745 3.020
79 C -0.906 -2.325 1.725
80 N -0.679 -1.863 0.496
81 C -1.258 -2.767 -0.370
82 C -1.825 -3.780 0.323
83 N -1.588 -3.484 1.638
84 C -2.567 -5.012 -0.044
85 O -2.759 -5.222 -1.327
86 O -2.949 -5.748 0.832
87 C -1.216 -2.458 -1.813
88 O -1.683 -3.196 -2.656
89 O -0.631 -1.314 -2.021
90 H 0.106 -0.845 2.829
91 H 0.125 -2.466 3.577
92 H -1.350 -1.509 3.631
93 H -1.910 -4.067 2.399
94 H -2.386 -4.498 -1.894
95 C -5.324 -2.817 -0.537
96 C -5.185 -2.669 -2.068
97 C -4.402 -1.369 -2.233
98 O -3.634 -1.234 -1.036
99 C -4.502 -1.648 0.015
100 H -4.932 -3.776 -0.203
101 H -6.359 -2.765 -0.205
102 H -6.149 -2.621 -2.570
103 H -4.631 -3.507 -2.490
104 H -3.710 -1.375 -3.074
105 H -5.080 -0.514 -2.330
106 H -5.159 -0.813 0.289
107 H -3.892 -1.898 0.884

* ⟨S²⟩: 0.763
* multiplicity: 2
* orbital gap (spin up / spin down): 6.55 / 6.12 eV
* LUMO level (spin up / spin down): -3.92 / -4.44 eV
* energy relative to the best compared isomer or geometry (same formula, charge and spin): 90.46 kcal/mol
* largest force on an atom: 0.024 Eh/bohr
* net charge: +1

=====

no.,energy (eV)
1,-257426.2195
2,-352843.6162
3,-114417.4719